(1)
Entry from the OMol25 dataset: C6H16N2O2 as an isolated structure (wB97M-V/def2-TZVPD).

The geometry in ORCA input format:
```
! wB97M-V def2-TZVPD RIJCOSX def2/J DEFGRID3
* xyz 0 1
H -0.44351 0.60886 2.34679
H 0.62356 -1.06037 0.97112
H -2.03027 0.94403 0.44332
C -0.93179 -0.09379 1.79356
O 2.60710 0.21411 -1.86572
C -0.30936 0.91218 -0.43994
O -0.81420 -0.66634 -2.21267
H -2.30428 0.83427 2.33841
H -1.46816 -1.44492 -1.37908
N -1.27424 0.31649 0.45681
H 0.45021 -1.09628 -0.53004
H -0.99403 -2.34727 1.92276
C -0.10469 -1.32955 1.96880
H -2.32398 -0.97949 3.34344
H 3.55389 1.93613 -2.64922
H 1.57472 -1.00498 -3.01903
C 0.26059 -0.29295 -1.24280
H -2.74582 -1.01686 1.51988
C 1.20817 -0.10573 -2.35211
H 0.85728 0.69103 -3.01509
H -0.68217 1.59695 -1.16838
C -2.25234 -0.42318 2.39143
H 0.43319 1.61123 0.15334
H 3.51706 1.81026 -0.95942
N 2.81436 1.67777 -1.77652
H 0.77870 -1.29160 2.96038
*
```

Calculated values
Kohn-Sham gap: 9.95 eV
relative energy (zero: lowest compared OMol25 entry of this formula, charge and spin): 11.2149 eV
total energy: -13546.93620 eV
HOMO: -0.342 Eh
molecular weight: 148.21 g/mol

List of Mulliken charges in e, atom by atom: 0.392 0.133 0.271 0.148 -0.281 -0.687 -0.635 0.187 0.344 -0.157 0.348 0.238 -0.824 0.342 0.280 0.241 0.406 0.367 -0.888 0.378 0.438 -1.155 0.203 0.249 -0.587 0.251

***

(2)
Entry from the OMol25 dataset: an isolated ion of composition C10H10N3OS and charge +1 (wB97M-V/def2-TZVPD).

The geometry in ORCA input format:
```
! wB97M-V def2-TZVPD RIJCOSX def2/J DEFGRID3
* xyz 1 1
C -4.07417 0.76422 -0.43652
H -1.40619 -2.56114 0.28782
N 2.69742 1.75124 -1.82837
H 1.90805 2.10360 2.30541
C -2.70795 1.03415 -0.34728
C 1.71404 0.44516 0.92295
H -2.33939 2.03018 -0.40619
C -0.64924 -0.38309 0.35110
C 2.40353 -1.34192 -0.66050
N 2.30432 1.36696 1.71551
C 0.34851 0.57482 0.55501
H 3.35479 1.23311 1.93259
C -4.21651 -0.50943 0.06682
C -2.06769 -0.12082 0.10653
O -3.04205 -1.04406 0.31059
H 3.41817 -0.56176 1.07583
H -4.81863 1.44320 -0.66501
N 2.53742 -0.58191 0.57634
H 2.41186 -2.39301 -0.58253
H 0.08743 1.59818 0.86533
H -5.03350 -1.11407 0.27216
C 2.53075 0.61833 -1.98193
C 2.49272 -0.79076 -1.88624
S -0.14857 -2.00910 0.10751
H 2.29491 -1.55205 -2.65694
*
```

Calculated values
Kohn-Sham gap: 7.63 eV
relative energy (zero: lowest compared OMol25 entry of this formula, charge and spin): 0.0484 eV
total energy: -27876.09157 eV
HOMO: -0.446 Eh
molecular weight: 220.28 g/mol

List of Mulliken charges in e, atom by atom: -0.590 0.278 -0.414 0.227 -0.376 0.737 0.407 0.997 -0.817 -0.464 -0.967 0.201 -0.335 0.119 -0.336 0.212 0.480 -0.222 0.717 0.359 0.497 0.353 -0.233 -0.188 0.359

***

(3)
Entry from the OMol25 dataset: one molecule with the formula C4H8N2O2 (wB97M-V/def2-TZVPD).

The geometry in ORCA input format:
```
! wB97M-V def2-TZVPD RIJCOSX def2/J DEFGRID3
* xyz 0 1
C -1.94945 -1.71003 -0.49923
O 2.34912 -0.63470 0.14031
C 1.07969 -0.37797 -0.30312
H 1.60479 1.37700 1.70769
H 1.56902 2.58514 0.40348
O -0.49255 1.29523 -0.91514
N 0.29111 -1.36790 -0.73343
H -2.60853 -2.26981 0.16649
H -0.85909 2.13310 -0.59852
H 0.15841 2.35736 1.44536
N -0.67090 -1.45533 0.14520
H 2.39213 -1.59400 0.27234
C 0.97898 1.83609 0.94151
C 0.42676 0.81513 -0.00216
H -1.84231 -2.24423 -1.44966
H -2.42720 -0.74509 -0.72112
*
```

Calculated values
Kohn-Sham gap (alpha / beta): 7.76 / 7.76 eV
relative energy (zero: lowest compared OMol25 entry of this formula, charge and spin): 4.9420 eV
total energy: -11349.17078 eV
HOMO (alpha / beta): -0.283 / -0.283 Eh
molecular weight: 116.12 g/mol
structure (SMILES): C/N=N/C(O)=C(/C)O

List of Mulliken charges in e, atom by atom: -0.658 -0.497 0.292 0.307 0.310 -0.475 -0.489 0.265 0.323 0.436 -0.133 0.348 -1.406 0.797 0.343 0.236

***

(4)
Entry from the OMol25 dataset: one molecule with the formula C3H7NOS2 (wB97M-V/def2-TZVPD).

The geometry in ORCA input format:
```
! wB97M-V def2-TZVPD RIJCOSX def2/J DEFGRID3
* xyz 0 1
C 0.07198 -0.41692 -0.56839
S -0.83049 -2.01885 2.90913
H -0.26555 0.37656 1.41702
C 0.48119 -0.20512 0.87509
H 0.17915 0.62495 -3.02408
H 0.90750 -0.67617 -1.22292
C -0.23090 1.35138 -2.29815
H -0.64384 -1.23434 -0.64551
H 1.39286 0.38871 0.88131
S 0.89002 -1.72735 1.76761
H -0.37653 -1.34652 3.97404
N -0.56415 0.81107 -1.08338
O -0.38686 2.51571 -2.58350
H -0.62438 1.55691 -0.39827
*
```

Calculated values
Kohn-Sham gap: 9.87 eV
relative energy (zero: lowest compared OMol25 entry of this formula, charge and spin): 0.6417 eV
total energy: -28432.60025 eV
HOMO: -0.354 Eh
molecular weight: 137.23 g/mol
structure (SMILES): O=CNCCSS

List of Mulliken charges in e, atom by atom: -0.223 -0.211 0.426 -0.888 0.319 0.301 0.074 0.251 0.366 -0.066 0.168 -0.217 -0.533 0.233

***

(5)
Entry from the OMol25 dataset: C32H40BrCl2IMnO7Si as an isolated structure (wB97M-V/def2-TZVPD).

The geometry in ORCA input format:
```
! wB97M-V def2-TZVPD RIJCOSX def2/J DEFGRID3
* xyz 0 6
H 0.94935 3.71059 -1.25806
C -4.30872 1.75388 2.55422
H 1.95044 1.17217 2.78161
H -1.01305 2.67813 -2.20953
O -0.33839 0.79193 -2.32194
H 0.30969 2.45809 -3.36875
C -1.41388 2.51391 4.48704
H -2.91357 -1.90693 1.16371
H 2.52813 0.44082 -2.37565
Br -4.52769 -0.14635 -4.98842
H 2.78181 -0.78852 2.04996
H -3.63064 -4.17653 1.73659
H 1.16957 2.13641 6.64564
H 1.52619 3.17955 1.33446
C -0.05687 2.18259 -2.37493
I -2.95246 -1.00665 -1.95862
H -4.41286 -4.68969 4.03198
C -3.57108 0.92401 -2.49373
C -3.70802 3.26375 -1.91808
O -1.94664 0.71944 1.24682
H 0.22823 1.51367 2.53003
H 2.27347 -1.27223 -2.75667
C -4.96487 1.96999 3.91965
H -4.88822 0.77097 0.67846
C -3.70571 -1.39900 4.40282
H -4.29704 2.46933 4.62557
Cl 1.42228 -4.08878 -1.87838
O 0.88216 -0.11687 1.56540
H -0.80079 -0.79490 4.23755
C 0.51560 -0.08123 -3.04985
C -0.70993 0.23504 4.56507
O 1.45333 -0.61963 -0.97204
H 0.92467 -0.20642 5.88206
C -3.27289 -1.08199 3.11135
C 0.41019 1.87699 5.91824
C -4.11615 -2.68194 4.73441
C 1.14458 1.19449 2.04086
H -3.39810 3.00123 1.00449
Cl 1.08799 -4.66320 0.96352
H -3.70450 -0.63450 5.17370
C -5.31165 1.01760 1.65215
C -3.33605 1.96661 -1.60192
C 0.93073 2.61472 -1.31065
H -4.61174 4.54288 -3.39017
Si -2.74858 0.66839 2.64470
H 1.60528 -1.97448 1.43793
O -1.68897 -3.35348 -1.35647
C -3.98063 3.11363 1.92205
C 1.99020 -0.96718 1.31547
C -4.17874 1.20625 -3.71076
H 2.48243 1.94032 0.50414
H -0.27004 -5.32283 -0.82055
C -3.25542 -2.10979 2.16947
H -5.02479 2.69985 -4.98501
H -4.90662 3.64814 1.67813
H -2.05522 3.29851 4.10399
C -4.55039 2.50522 -4.03322
C -0.75747 -3.22802 -0.55854
C 0.24445 -4.40397 -0.56886
C 2.54656 -0.81310 -0.09587
C -4.09519 -3.68664 3.77540
H -4.44521 -2.90187 5.74274
H -3.40784 3.75286 2.59640
Mn -0.84593 -0.19146 -0.06871
O -0.51007 -2.26526 0.21478
H -2.87288 1.75247 -0.64346
H -5.27865 1.02373 4.36629
C 0.27104 0.56357 5.49015
H -0.05772 -1.00180 -3.17048
C 1.80781 -0.38439 -2.31331
C 1.49659 2.16047 0.93064
H -5.86121 2.59179 3.81077
H -6.19523 1.64390 1.48185
C -0.43795 2.85319 5.41611
H 1.94754 2.27763 -1.54252
C -4.31513 3.53373 -3.13622
C -1.57380 1.20115 4.03585
C -3.65935 -3.39933 2.49079
H -0.34195 3.87918 5.75053
H -5.64367 0.08351 2.11004
O 0.51210 2.05925 -0.08405
H 3.23323 0.03836 -0.18515
H 0.72578 0.33176 -4.04090
H 3.09624 -1.72311 -0.36315
H -3.53271 4.05850 -1.20398
*
```

Calculated values
Kohn-Sham gap (alpha / beta): 8.79 / 8.83 eV
total energy: -190555.27380 eV
<S²>: 8.75
HOMO (alpha / beta): -0.313 / -0.314 Eh
molecular weight: 897.40 g/mol

List of Mulliken charges in e, atom by atom: 0.532 2.327 0.613 -0.049 0.237 0.517 0.368 0.210 0.286 -0.209 0.552 0.493 0.376 0.578 -0.569 0.358 0.375 -0.098 -0.462 1.902 -0.911 0.494 -1.894 0.202 -0.113 0.281 -0.200 0.227 0.408 -0.801 -0.070 0.555 0.454 0.689 -0.534 -0.821 0.325 -0.286 -0.186 0.421 -1.769 -0.162 -0.767 0.385 -2.474 -0.022 -0.692 -1.145 -0.442 0.331 0.345 0.443 -0.101 0.406 0.512 0.091 -0.407 -0.184 0.098 -1.043 -0.602 0.404 0.246 0.397 -0.181 0.199 0.321 -0.788 0.224 -0.933 -1.008 0.521 0.545 -0.901 0.279 -0.748 0.105 -0.734 0.454 0.336 0.111 0.336 0.536 0.478 0.423

***

(6)
Entry from the OMol25 dataset: one molecule with the formula C4H8O2 (wB97M-V/def2-TZVPD).

The geometry in ORCA input format:
```
! wB97M-V def2-TZVPD RIJCOSX def2/J DEFGRID3
* xyz 0 1
H 0.51557 2.31081 0.24695
O -1.57632 -1.27801 0.90417
H -1.01876 0.85695 -0.43665
O 0.70419 0.44386 1.32054
H -0.34529 -2.08726 -0.56574
C 1.20850 1.52755 0.55129
H -1.91854 -1.42731 -1.06053
C -0.35824 0.04875 -0.78507
H 1.86005 -0.40225 -0.24182
H -0.28162 0.14834 -1.87382
H 2.17787 1.86184 0.90861
C -1.05572 -1.26234 -0.40650
C 0.97499 0.22459 -0.06650
H -0.88669 -0.96553 1.50507
*
```

Calculated values
Kohn-Sham gap: 11.20 eV
relative energy (zero: lowest compared OMol25 entry of this formula, charge and spin): 2.2084 eV
total energy: -8371.07337 eV
HOMO: -0.371 Eh
molecular weight: 88.11 g/mol
structure (SMILES): OCC[C@H]1CO1

List of Mulliken charges in e, atom by atom: 0.217 -0.519 0.234 -0.435 0.263 -0.536 0.326 -0.714 0.364 0.384 0.265 -0.488 0.274 0.367